{
  "formula": "C5H4S",
  "method": "ωB97M-V/def2-TZVPD",
  "orbital_gap_ev": 7.4,
  "lumo_energy_ha": -0.052,
  "symbols": ["C", "C", "C", "C", "C", "S", "H", "H", "H", "H"],
  "xyz": [[-2.278, 0.208, -0.281], [-1.311, -0.797, 0.058], [0.036, -0.288, -0.006], [1.338, -0.221, -0.058], [2.563, 0.408, 0.119], [4.045, -0.345, -0.171], [-3.531, 0.201, -0.377], [-1.727, 1.193, -0.078], [-1.588, -1.816, 0.335], [2.452, 1.457, 0.460]],
  "forces_ev_per_a": [[0.623, -0.789, 2.155], [-2.879, 3.029, -1.298], [5.768, -1.303, 0.280], [-7.245, 0.240, 0.424], [2.293, -0.662, -0.427], [-1.930, 1.213, 0.515], [4.015, -0.394, 0.337], [-1.553, -0.942, -1.259], [0.477, 0.169, -0.508], [0.431, -0.559, -0.218]]
}

{
  "formula": "C56H59GeN2OPS3SnTe",
  "method": "ωB97M-V/def2-TZVPD",
  "orbital_gap_ev": 7.2,
  "lumo_energy_ha": -0.008,
  "symbols": ["Sn", "C", "C", "N", "N", "C", "S", "S", "C", "C", "C", "C", "C", "C", "C", "C", "C", "C", "C", "C", "C", "O", "H", "H", "H", "H", "H", "H", "H", "H", "H", "H", "H", "H", "H", "H", "C", "P", "C", "C", "C", "C", "C", "C", "C", "C", "C", "C", "C", "C", "H", "H", "H", "H", "H", "H", "H", "H", "H", "H", "H", "H", "H", "Te", "C", "C", "C", "C", "S", "H", "H", "H", "C", "C", "C", "C", "Ge", "C", "C", "C", "C", "H", "H", "H", "H", "H", "H", "H", "H", "H", "H", "H", "H", "H", "H", "H", "H", "H", "H", "H", "C", "C", "C", "C", "C", "C", "C", "C", "C", "C", "C", "C", "C", "C", "C", "H", "H", "H", "H", "H", "H", "H", "H", "H", "H"],
  "xyz": [[1.758, 0.029, -0.660], [0.553, -4.451, -1.073], [1.368, -3.224, -0.768], [0.952, -2.057, -1.148], [-0.167, -2.069, -1.973], [-0.227, -1.102, -2.815], [0.876, 0.233, -2.993], [-1.542, -1.143, -4.003], [-1.616, -2.935, -4.344], [-0.579, -3.361, -5.344], [0.721, -3.655, -4.944], [1.686, -4.004, -5.876], [1.362, -4.067, -7.224], [0.069, -3.775, -7.632], [-0.893, -3.422, -6.698], [2.695, -3.361, -0.172], [3.065, -4.533, 0.515], [4.370, -4.796, 0.858], [5.368, -3.892, 0.472], [5.042, -2.727, -0.175], [3.700, -2.401, -0.470], [3.450, -1.248, -1.029], [0.730, -4.759, -2.105], [-0.509, -4.237, -0.978], [0.826, -5.283, -0.434], [-2.622, -3.106, -4.726], [-1.517, -3.448, -3.391], [0.985, -3.587, -3.896], [2.695, -4.223, -5.549], [2.114, -4.340, -7.953], [-0.192, -3.821, -8.682], [-1.900, -3.188, -7.022], [2.306, -5.249, 0.796], [4.623, -5.699, 1.395], [6.405, -4.105, 0.701], [5.798, -2.006, -0.458], [3.889, -1.602, 2.724], [2.431, -0.691, 2.110], [2.664, 0.969, 2.826], [1.575, 1.836, 2.886], [1.717, 3.119, 3.391], [2.957, 3.554, 3.836], [4.052, 2.706, 3.763], [3.909, 1.422, 3.256], [1.130, -1.440, 3.146], [0.881, -1.042, 4.458], [-0.019, -1.747, 5.242], [-0.679, -2.852, 4.724], [-0.450, -3.246, 3.414], [0.449, -2.540, 2.630], [4.002, -1.425, 3.794], [4.791, -1.302, 2.193], [3.728, -2.664, 2.542], [0.608, 1.493, 2.548], [0.859, 3.778, 3.434], [3.074, 4.557, 4.228], [5.024, 3.045, 4.095], [4.777, 0.778, 3.201], [1.395, -0.182, 4.871], [-0.213, -1.425, 6.257], [-1.387, -3.394, 5.337], [-0.979, -4.095, 2.999], [0.623, -2.843, 1.605], [4.107, 1.507, -0.838], [3.816, 3.583, -0.946], [3.718, 4.358, -2.068], [3.796, 5.750, -1.795], [3.965, 6.010, -0.468], [4.010, 4.569, 0.447], [3.618, 3.942, -3.060], [3.734, 6.518, -2.553], [4.053, 6.973, 0.010], [-4.692, 1.683, -3.972], [-4.862, 1.663, -2.457], [-3.756, 2.414, -1.716], [-2.380, 1.765, -1.892], [-1.070, 2.306, -0.543], [0.217, 3.682, -1.043], [-0.388, 5.094, -1.167], [-0.155, 5.966, 0.067], [-0.911, 5.509, 1.309], [-5.529, 1.193, -4.471], [-3.779, 1.169, -4.275], [-4.636, 2.709, -4.343], [-4.874, 0.626, -2.102], [-5.831, 2.095, -2.191], [-4.010, 2.464, -0.653], [-3.724, 3.450, -2.071], [-1.970, 1.951, -2.887], [-2.477, 0.680, -1.787], [-1.889, 2.786, 0.676], [0.679, 3.369, -1.981], [1.014, 3.679, -0.293], [-1.467, 5.037, -1.356], [0.039, 5.598, -2.037], [-0.432, 6.997, -0.169], [0.915, 5.976, 0.284], [-1.989, 5.486, 1.133], [-0.720, 6.177, 2.151], [-0.609, 4.504, 1.610], [-0.146, 0.684, 0.151], [-1.002, 0.067, 0.898], [-2.069, -0.335, 1.576], [-2.340, 0.110, 2.962], [-3.112, -0.672, 3.822], [-3.364, -0.260, 5.121], [-2.848, 0.941, 5.589], [-2.093, 1.736, 4.737], [-1.854, 1.330, 3.434], [-3.072, -1.163, 0.853], [-2.675, -2.253, 0.086], [-3.595, -2.961, -0.674], [-4.934, -2.603, -0.659], [-5.346, -1.530, 0.123], [-4.425, -0.816, 0.873], [-3.507, -1.616, 3.469], [-3.962, -0.883, 5.774], [-3.045, 1.261, 6.604], [-1.706, 2.687, 5.082], [-1.313, 1.978, 2.758], [-1.631, -2.531, 0.078], [-3.262, -3.798, -1.277], [-5.654, -3.155, -1.248], [-6.389, -1.239, 0.138], [-4.749, 0.032, 1.465]],
  "forces_ev_per_a": [[0.273, -0.411, -0.057], [0.017, 0.012, 0.003], [-0.012, 0.011, 0.044], [-0.128, 0.100, -0.124], [0.034, -0.044, 0.070], [-0.048, -0.026, -0.049], [-0.009, 0.048, -0.007], [0.078, 0.062, 0.050], [-0.064, 0.019, 0.013], [-0.015, 0.017, -0.020], [0.029, 0.024, 0.004], [-0.004, -0.004, 0.005], [-0.011, 0.000, -0.008], [0.012, -0.009, -0.005], [-0.010, -0.021, 0.016], [0.013, -0.006, -0.016], [0.012, 0.016, 0.006], [0.003, -0.002, 0.001], [0.011, 0.009, -0.008], [-0.005, -0.005, -0.010], [-0.041, -0.038, 0.030], [-0.036, 0.048, 0.037], [-0.006, -0.009, 0.008], [-0.020, 0.006, -0.002], [-0.003, -0.003, 0.012], [0.001, 0.007, -0.002], [-0.014, -0.008, -0.011], [0.000, 0.008, -0.014], [0.000, -0.002, -0.002], [0.000, -0.001, -0.001], [0.000, 0.001, 0.000], [0.001, -0.001, 0.000], [-0.001, -0.003, 0.003], [-0.003, 0.001, 0.003], [-0.001, 0.001, 0.000], [-0.002, -0.001, -0.004], [0.025, 0.016, -0.108], [-0.116, 0.201, 0.093], [0.034, 0.003, -0.001], [-0.042, -0.013, 0.005], [0.019, -0.008, 0.004], [0.008, 0.019, -0.023], [0.006, 0.010, -0.006], [-0.012, -0.027, 0.043], [0.019, -0.042, -0.040], [0.034, -0.002, 0.005], [-0.019, 0.011, 0.001], [-0.020, 0.014, 0.006], [-0.006, 0.004, 0.011], [-0.041, -0.001, -0.011], [-0.003, -0.025, 0.007], [0.003, 0.035, 0.004], [-0.001, 0.001, -0.006], [0.070, 0.009, -0.001], [0.003, 0.001, 0.007], [-0.001, 0.000, 0.005], [0.000, -0.002, -0.001], [0.001, 0.010, -0.007], [0.000, 0.017, -0.004], [-0.004, 0.003, 0.000], [0.001, -0.001, 0.003], [-0.001, -0.001, -0.002], [-0.010, 0.015, 0.035], [-0.083, 0.036, -0.071], [-0.022, -0.010, 0.181], [-0.002, -0.092, -0.067], [-0.049, 0.032, 0.016], [-0.090, 0.015, 0.001], [-0.015, -0.003, 0.028], [-0.017, -0.012, 0.010], [0.014, 0.000, 0.004], [-0.011, 0.003, -0.003], [-0.004, 0.000, 0.003], [0.017, 0.000, -0.016], [0.015, -0.001, -0.026], [0.016, 0.004, -0.052], [-0.002, -0.031, 0.154], [0.026, 0.027, -0.038], [-0.051, -0.031, 0.004], [-0.034, 0.000, -0.034], [0.030, 0.000, 0.020], [0.006, -0.005, 0.002], [0.015, -0.012, -0.004], [-0.006, 0.000, 0.000], [-0.014, 0.007, 0.005], [0.002, 0.013, -0.003], [-0.002, -0.031, 0.002], [-0.003, 0.013, 0.036], [-0.010, -0.028, -0.013], [0.005, -0.036, -0.003], [0.002, 0.010, -0.024], [0.013, 0.016, -0.012], [0.062, 0.016, -0.014], [-0.004, 0.036, -0.034], [0.049, -0.015, 0.024], [-0.031, -0.016, 0.015], [0.121, 0.025, -0.018], [0.006, -0.010, -0.003], [-0.005, 0.010, -0.005], [0.005, 0.015, 0.001], [-0.010, 0.101, -0.003], [-0.030, 0.017, 0.059], [-0.013, -0.054, -0.167], [0.030, -0.012, 0.053], [0.021, -0.023, 0.004], [0.013, -0.015, 0.007], [0.005, 0.000, -0.002], [-0.002, 0.000, 0.008], [-0.015, 0.013, 0.000], [0.012, -0.012, 0.021], [-0.014, -0.021, -0.008], [-0.011, 0.000, -0.023], [0.017, -0.016, 0.006], [-0.003, 0.015, 0.004], [0.008, 0.012, -0.002], [-0.006, -0.005, -0.009], [-0.002, 0.001, -0.001], [0.002, -0.001, 0.001], [0.003, 0.000, 0.001], [-0.030, 0.003, 0.000], [0.069, 0.004, -0.012], [-0.003, -0.001, -0.001], [0.002, 0.002, 0.000], [0.000, 0.000, -0.001], [0.005, 0.000, 0.011]]
}

{
  "formula": "C41H30I2N8OSTc",
  "method": "ωB97M-V/def2-TZVPD",
  "orbital_gap_ev": [5.9, 6.0],
  "total_charge": 2,
  "s_squared": 3.83,
  "spin_multiplicity": 4,
  "lumo_energy_ha": [-0.224, -0.242],
  "symbols": ["Tc", "I", "C", "C", "C", "I", "C", "O", "C", "C", "N", "C", "C", "C", "C", "C", "C", "N", "C", "H", "H", "H", "H", "H", "H", "H", "H", "H", "H", "H", "N", "C", "C", "C", "C", "C", "C", "S", "N", "C", "C", "C", "C", "C", "C", "N", "H", "H", "H", "H", "H", "H", "H", "H", "H", "N", "C", "C", "C", "C", "C", "C", "C", "C", "C", "C", "C", "C", "N", "C", "C", "C", "C", "N", "H", "H", "H", "H", "H", "H", "H", "H", "H", "H"],
  "xyz": [[-0.413, -0.864, 0.240], [6.422, 1.335, -2.630], [4.467, 0.678, -2.172], [3.800, -0.188, -3.031], [2.519, -0.573, -2.725], [1.454, -1.871, -3.992], [1.840, -0.107, -1.579], [0.607, -0.421, -1.367], [2.553, 0.744, -0.699], [1.817, 1.382, 0.455], [1.141, 0.477, 1.425], [0.242, 1.316, 2.245], [-0.957, 1.803, 1.477], [-1.615, 2.947, 1.902], [-2.718, 3.401, 1.197], [-3.062, 2.725, 0.035], [-2.354, 1.589, -0.319], [-1.354, 1.087, 0.412], [3.845, 1.130, -1.016], [4.270, -0.528, -3.938], [1.013, 1.989, 0.020], [2.489, 2.073, 0.986], [2.243, 0.670, 3.078], [0.790, 2.188, 2.639], [-0.113, 0.720, 3.093], [-1.271, 3.473, 2.779], [-3.264, 4.269, 1.534], [-3.868, 3.072, -0.590], [-2.592, 1.060, -1.231], [4.379, 1.823, -0.380], [0.876, -4.504, -1.368], [2.246, -4.681, -1.121], [3.028, -5.429, -1.989], [4.386, -5.574, -1.739], [4.974, -4.951, -0.651], [4.203, -4.175, 0.202], [2.846, -4.067, -0.028], [1.828, -3.144, 1.094], [0.530, -2.701, 0.105], [0.179, -3.433, -0.922], [-1.052, -3.022, -1.576], [-1.569, -3.644, -2.714], [-2.769, -3.213, -3.242], [-3.460, -2.211, -2.566], [-2.876, -1.627, -1.459], [-1.673, -1.968, -0.991], [0.525, -5.005, -2.173], [2.572, -5.899, -2.848], [4.986, -6.175, -2.405], [6.028, -5.061, -0.451], [4.631, -3.684, 1.061], [-1.036, -4.443, -3.202], [-3.162, -3.644, -4.148], [-4.430, -1.881, -2.903], [-3.398, -0.854, -0.915], [0.897, -4.591, 9.882], [0.834, -4.126, 8.839], [0.767, -3.529, 7.554], [0.748, -2.137, 7.455], [0.677, -1.547, 6.210], [0.595, -2.327, 5.060], [0.618, -3.713, 5.163], [0.719, -4.316, 6.404], [0.476, -1.622, 3.746], [-0.852, -1.529, 3.280], [-1.964, -1.795, 4.120], [-3.101, -1.679, 3.342], [-2.664, -1.359, 2.066], [-1.316, -1.259, 2.003], [1.723, -1.229, 3.265], [2.935, -1.839, 3.589], [3.960, -1.340, 2.766], [3.477, -0.366, 1.959], [2.095, -0.071, 2.367], [0.781, -1.528, 8.347], [0.660, -0.470, 6.129], [0.573, -4.319, 4.271], [0.754, -5.392, 6.488], [-1.918, -2.001, 5.170], [-4.119, -1.813, 3.645], [-3.275, -1.217, 1.196], [3.033, -2.673, 4.250], [4.972, -1.697, 2.757], [3.986, 0.261, 1.265]],
  "forces_ev_per_a": [[1.310, 0.493, 0.343], [-0.496, -0.196, 0.117], [0.414, 0.227, 0.094], [0.257, 0.206, 0.031], [-0.804, -0.247, 0.279], [0.306, 0.247, 0.014], [1.945, 0.507, -0.159], [-1.642, -0.033, 0.023], [-0.518, -0.365, -0.313], [0.515, 0.276, -0.855], [-0.835, -0.343, -0.602], [-0.497, 0.205, 0.601], [0.002, 0.112, 0.098], [-0.010, -0.122, -0.093], [0.219, -0.300, -0.148], [0.073, -0.019, 0.064], [-0.268, 0.109, -0.158], [0.052, 0.366, 0.095], [0.260, 0.003, -0.294], [0.096, -0.095, -0.091], [0.046, -0.116, 0.252], [-0.137, -0.111, 0.069], [-0.146, 0.004, -0.152], [-0.023, -0.146, -0.093], [0.108, 0.094, -0.105], [0.083, 0.035, 0.093], [-0.043, 0.070, -0.043], [-0.081, -0.016, -0.090], [0.000, -0.017, 0.003], [0.035, 0.095, 0.130], [-0.808, 0.197, 0.037], [1.019, -0.067, 0.167], [-0.167, 0.138, 0.189], [0.020, 0.015, 0.011], [0.000, 0.022, 0.059], [-0.182, -0.090, -0.157], [-0.489, 0.263, -0.170], [0.215, -0.572, 0.046], [-0.211, -0.635, -0.881], [0.979, -0.071, 0.668], [-0.858, 0.139, -0.740], [0.206, 0.213, 0.507], [-0.192, 0.371, 0.346], [0.199, -0.280, -0.147], [-0.253, 0.144, -0.018], [-0.196, -0.627, -0.539], [-0.029, 0.151, 0.171], [0.005, -0.064, -0.110], [0.036, -0.045, -0.059], [0.105, -0.064, -0.061], [0.158, 0.054, 0.071], [0.080, -0.075, -0.038], [-0.080, -0.097, -0.053], [-0.064, 0.071, 0.007], [0.043, 0.086, -0.063], [0.013, -0.251, 0.517], [0.067, -0.139, 0.153], [-0.037, 0.350, -0.642], [-0.036, -0.084, 0.007], [0.040, -0.079, -0.114], [0.151, -0.061, 0.275], [-0.007, 0.182, -0.072], [-0.022, 0.043, 0.161], [0.111, 0.079, 0.029], [-0.118, -0.133, 0.290], [0.123, 0.176, -0.394], [0.058, 0.071, -0.151], [-0.380, -0.050, 0.155], [-0.063, -0.108, 0.481], [-0.273, -0.390, 0.558], [0.082, 0.405, -0.107], [-0.407, 0.485, -0.127], [0.801, -0.419, -0.101], [0.343, -0.175, 0.633], [0.018, -0.038, 0.056], [0.008, 0.117, -0.001], [-0.056, -0.093, -0.145], [-0.022, -0.036, 0.026], [0.021, -0.115, 0.184], [-0.240, -0.024, 0.077], [-0.087, 0.054, -0.161], [-0.080, -0.141, 0.252], [0.252, 0.041, -0.030], [-0.018, 0.230, -0.162]]
}

Calculated E_tot in order - -590.9301 -6449.2254 -3167.4912 Ha